DFT (the ωB97M-V functional and the def2-TZVPD basis) results for C22H39O11Y as an isolated structure.

Values from the calculation:
HOMO: -6.8 eV
Relative energy (zero: lowest compared OMol25 entry of this formula, charge and spin): 203.47 kJ/mol
Lowest unoccupied orbital energy: 0.34 eV
E: -47013.1005 eV

Cartesian coordinates (Å):
Y 23.4667 -18.2130 16.6262
C 24.8710 -13.8464 16.8878
C 25.4917 -15.1425 16.4100
O 24.6167 -16.1439 16.7750
H 25.0717 -13.6331 17.9378
H 23.7931 -13.7316 16.7733
H 25.2663 -13.0051 16.3187
H 26.4811 -15.3082 16.8364
H 25.7627 -14.9131 15.3794
C 21.4881 -21.8771 18.2936
C 21.0759 -20.7684 17.3781
O 22.1641 -20.1431 16.7991
H 22.0534 -22.6809 17.8219
H 20.5776 -22.3235 18.6935
H 22.0365 -21.4457 19.1310
H 20.5814 -20.0392 18.0198
H 20.4483 -21.1823 16.5889
C 26.2930 -18.0859 13.1278
C 24.8568 -18.2518 13.4029
O 24.4254 -18.8655 14.6264
H 26.7276 -19.0659 12.9306
H 26.7027 -17.6262 14.0272
H 26.5795 -17.3297 12.3970
H 24.3647 -18.8232 12.6159
H 24.4222 -17.2522 13.4010
O 22.2191 -16.7421 15.2102
C 21.4166 -15.9589 14.7167
O 20.2168 -15.7491 15.4067
C 19.5076 -14.6847 14.8650
C 19.9518 -14.5724 13.4269
C 21.3092 -15.2456 13.3387
H 19.8677 -13.8071 15.4019
H 18.4194 -14.6536 14.9206
H 20.0411 -13.5277 13.1290
H 19.2058 -15.0248 12.7735
H 22.0932 -14.4970 13.2250
H 21.3762 -15.8716 12.4489
O 21.7193 -17.3388 17.9326
C 20.7738 -16.8839 18.5677
O 19.5404 -17.0047 18.2018
C 18.6296 -16.6098 19.2388
C 19.4819 -15.8050 20.2076
C 20.7884 -16.4458 20.0233
H 18.3269 -17.5675 19.6621
H 17.6856 -16.1349 18.9718
H 19.1787 -15.9314 21.2469
H 19.4421 -14.7641 19.8868
H 21.0064 -17.3436 20.6017
H 21.6042 -15.7250 19.9696
O 24.0567 -17.9237 19.0683
C 24.5571 -17.5080 20.1159
O 24.6863 -18.2748 21.1833
C 25.3763 -17.6594 22.3000
C 26.1716 -16.5897 21.5232
C 25.2788 -16.2216 20.3626
H 26.0162 -18.3249 22.8794
H 24.6398 -17.1584 22.9282
H 27.1030 -16.8622 21.0269
H 26.4354 -15.7681 22.1892
H 25.6850 -15.6290 19.5429
H 24.4891 -15.5675 20.7324
O 25.2278 -19.7005 17.1504
C 26.2816 -20.3682 16.9892
O 27.4526 -20.2042 17.7526
C 28.4952 -21.0910 17.4352
C 27.6533 -22.2400 16.7987
C 26.4504 -21.5683 16.1458
H 29.1015 -21.4598 18.2625
H 29.1979 -20.6579 16.7233
H 27.3686 -22.9132 17.6072
H 28.2422 -22.8319 16.0980
H 25.5378 -22.1643 16.1529
H 26.6832 -21.3091 15.1130